ORCA calculation (the ωB97M-V functional and the def2-TZVPD basis) on C12H19Cl2N3OTc as an isolated structure in a non-equilibrium geometry.

```
38
Properties=species:S:1:pos:R:3:mulliken_spin:R:1
Tc -0.959 0.552 0.479 2.891
Cl -0.079 2.681 0.975 0.083
Cl -2.141 -1.397 0.628 0.078
C -1.835 0.834 2.223 -0.135
H -2.577 0.226 2.716 0.012
H -1.915 1.781 2.773 0.003
C 0.431 -0.376 -2.212 0.150
C -0.586 0.327 -1.665 -0.002
H 0.746 -1.299 -1.665 0.005
C -0.986 1.713 -2.138 -0.043
H -1.506 -0.267 -1.412 -0.038
C -0.808 1.774 -3.668 0.016
H -2.047 1.886 -1.858 -0.007
H -0.371 2.495 -1.640 -0.021
C 0.513 1.207 -4.160 0.006
H -1.635 1.189 -4.107 0.003
H -0.872 2.822 -3.962 -0.001
C 0.840 -0.222 -3.605 0.005
H 0.402 1.079 -5.239 -0.002
H 1.320 1.911 -3.901 -0.001
H 0.242 -0.958 -4.182 0.008
H 1.909 -0.494 -3.740 0.000
C 0.992 -1.892 4.463 0.001
N 1.525 -1.222 3.290 0.001
C 2.815 -1.330 2.818 0.003
C 3.176 -0.680 1.671 -0.002
C 2.186 0.007 0.942 -0.015
N 0.866 -0.169 1.288 0.009
C 0.579 -0.589 2.543 -0.008
O -0.583 -0.387 3.044 -0.008
N 2.463 0.875 -0.071 0.015
H 0.446 -2.790 4.159 0.000
H 0.263 -1.239 4.939 -0.002
H 1.776 -2.157 5.162 0.000
H 3.503 -1.897 3.448 -0.001
H 4.199 -0.666 1.315 0.002
H 3.407 0.973 -0.412 0.000
H 1.765 1.501 -0.436 -0.006
```

Results
- Kohn-Sham gap (spin up / spin down): 5.68 / 5.96 eV
- DFT total energy: -1709.21768 a.u.
- HOMO energy (spin up / spin down): -5.96 / -6.32 eV
- Spin multiplicity: 4